(1)
Formula: C39H30O25
Source: the Open Molecules 2025 dataset
Level of theory: wB97M-V/def2-TZVPD

```
! RIJCOSX wB97M-V def2-TZVPD def2/J DEFGRID3
* xyz 0 1
O -0.97398 -4.89766 1.48430
C -0.30753 -4.37711 0.58197
C -0.44918 -4.77401 -0.78983
C 0.49208 -4.35070 -1.82215
O 0.40155 -4.73381 -3.10899
C 1.56219 -3.39166 -1.49894
O 2.39731 -3.06828 -2.41009
C 1.69085 -2.96864 -0.15295
C 0.77049 -3.40455 0.97286
O 1.02682 -3.07844 2.26929
H -1.17034 -5.42730 -0.98221
H 1.18340 -4.60094 -3.61226
H 2.47894 -2.41855 0.07905
H 0.48229 -3.66112 2.91237
O 5.13396 4.94990 0.97512
C 3.93844 4.91688 0.98188
C 3.20043 5.03530 2.22201
C 1.66375 4.82891 2.05780
O 0.81235 4.76317 3.27491
C 0.97173 4.36887 0.86299
O -0.20862 4.06477 0.92308
C 1.83052 4.35468 -0.35507
C 3.26044 4.65792 -0.29747
O 3.94820 4.62188 -1.45141
H 3.70223 5.25425 3.07169
H 1.29468 5.05163 4.19792
H 1.31576 4.17961 -1.17382
H 4.73904 4.81714 -0.84208
O 2.19165 3.38047 -6.61184
C 1.74236 2.28946 -6.48733
C 1.36223 1.53054 -7.69422
C 0.64584 0.22887 -7.66227
O 0.07840 -0.41702 -8.71316
C 0.28051 -0.37413 -6.29689
O -0.23901 -1.47415 -6.23316
C 0.79413 0.24534 -5.13144
C 1.49342 1.60166 -5.26862
O 1.85334 2.38298 -4.19462
H 1.42088 2.13960 -8.57681
H 0.64633 -0.08279 -9.62083
H 0.61109 -0.27707 -4.19503
H 2.37271 3.31421 -4.49348
O -3.13194 0.66846 2.76505
C -3.41063 0.53079 3.89089
C -2.46945 0.01800 4.88202
C -2.80227 -0.37502 6.32560
O -1.86041 -1.00569 7.08617
C -4.03591 0.08118 6.78366
O -4.41974 -0.10555 7.99460
C -5.12356 0.45673 5.86627
C -4.78166 0.73562 4.38970
O -5.73037 1.25839 3.61564
H -1.56326 -0.28561 4.43873
H -0.95955 -1.11953 6.66170
H -6.06958 0.93600 5.90837
H -5.35948 1.73784 2.83199
O 0.09203 1.44918 6.23639
C 1.24108 1.43497 5.53949
C 1.13883 1.34594 4.09549
C 2.46029 1.40213 3.30051
O 2.29686 1.37692 1.89222
C 3.85506 1.43066 3.96710
O 4.91744 1.63715 3.26158
C 3.87497 1.54722 5.41647
C 2.46206 1.52263 6.21438
O 2.40510 1.62460 7.55553
H 0.00669 1.32948 3.59574
H 3.14147 1.30982 1.33003
H 4.72629 1.62851 5.84001
H 1.52678 1.52258 7.74130
O -1.46504 -4.13320 -5.56651
C -2.39486 -3.98120 -4.66618
C -2.53753 -2.77321 -4.08181
C -3.63361 -2.54458 -2.88019
O -3.46727 -1.58726 -1.93889
C -4.63132 -3.69266 -2.63469
O -5.56384 -3.47918 -1.84692
C -4.41622 -4.89409 -3.31472
C -3.23274 -5.10590 -4.34854
O -2.99773 -6.37814 -4.78009
H -1.61219 -2.18128 -4.06266
H -2.75891 -0.98294 -2.22452
H -5.03400 -5.76641 -3.14467
H -2.34924 -6.41373 -5.45703
C 1.43661 0.47355 -1.28266
C -0.04958 0.13023 -0.99005
C -0.64237 0.67274 0.35870
O -0.70126 -0.47461 -1.84014
H 1.79254 -0.03590 -2.27243
H 1.91504 -0.07080 -0.54279
H 1.63817 1.53432 -1.21655
H 0.13274 0.89343 1.15720
H -1.25254 -0.15410 0.76172
H -1.04367 1.65141 0.19755
*
```

Output
E_HOMO   -8.3 eV
SMILES string   O=C1C=C(O)C(=O)C=C1O.O=C1C=C(O)C(=O)C=C1O.O=C1C=C(O)C(=O)C=C1O.O=C1C=C(O)C(=O)C=C1O.O=C1C=C(O)C(=O)C=C1O.O=C1C=C(O)C(=O)C=C1O.CC(C)=O
Lowest unoccupied orbital energy   -3.5 eV
Energy above the lowest of the compared OMol25 structures with the same formula, charge and spin   340.2 kJ/mol
Largest force on an atom   11.744 eV Å⁻¹


(2)
Formula: C4H7NO2
Source: the Open Molecules 2025 dataset
Level of theory: wB97M-V/def2-TZVPD

```
! RIJCOSX wB97M-V def2-TZVPD def2/J DEFGRID3
* xyz 0 1
O -0.17864 -2.09492 0.90924
C -0.38299 -0.98426 1.31637
C 0.05313 0.27251 1.93093
N -1.36895 -0.08069 1.56963
H 0.47058 1.08574 1.34244
H 0.35026 0.22925 2.97910
H -2.08302 -0.23641 2.27263
C -0.12546 -0.02110 -1.87123
C 1.19467 0.64487 -1.61033
O 1.40576 1.43621 -0.71904
H -0.02080 -1.10337 -1.72576
H -0.42321 0.14256 -2.91369
H -0.89139 0.36441 -1.19311
H 2.01529 0.36354 -2.30364
*
```

Output
E_HOMO   -9.7 eV
SMILES string   O=C1CN1.CC=O
Lowest unoccupied orbital energy   0.9 eV
Energy above the lowest of the compared OMol25 structures with the same formula, charge and spin   265.5 kJ/mol
Largest force on an atom   0.586 eV Å⁻¹


(3)
Formula: C10H27OPtSe4Si3
Source: the Open Molecules 2025 dataset
Level of theory: wB97M-V/def2-TZVPD

```
! RIJCOSX wB97M-V def2-TZVPD def2/J DEFGRID3
* xyz -1 3
Pt -0.70199 -0.62527 2.12191
Se -1.25957 -0.57177 4.45471
Se -3.41765 0.02405 4.37368
Se -3.42913 -3.15071 1.90710
Se -1.22724 -2.90226 2.02422
C 3.75963 -0.72126 1.46987
O 2.37655 -0.51058 1.34845
Si 1.55759 -0.72674 -0.09513
C 2.61826 0.15362 -1.38481
C 1.68391 -2.54372 -0.52458
C -0.15175 -0.07586 0.09346
Si -1.39586 -0.64044 -1.17115
C -3.15989 -0.23296 -0.68600
C -1.10071 0.18481 -2.85389
C -1.38696 -2.48225 -1.59092
Si -0.21226 1.75617 0.47969
C 0.39869 2.94070 -0.85323
C 0.84579 2.08513 2.01100
C -1.92236 2.40387 0.92558
H 4.33396 -0.03188 0.83911
H 4.04480 -1.74656 1.20306
H 4.04486 -0.55229 2.50978
H 3.54539 -0.39702 -1.57206
H 2.88895 1.16084 -1.05864
H 2.08695 0.24498 -2.33469
H 2.73627 -2.84566 -0.51402
H 1.29328 -2.74825 -1.52172
H 1.14065 -3.16710 0.18787
H -3.37912 0.83199 -0.76090
H -3.38046 -0.55940 0.33374
H -3.83697 -0.76313 -1.36291
H -1.26984 1.26306 -2.82488
H -1.77983 -0.23813 -3.60158
H -0.07894 0.01569 -3.20134
H -1.02065 -3.12373 -0.79247
H -0.78914 -2.67210 -2.48557
H -2.41517 -2.78805 -1.80595
H 1.43131 2.77133 -1.15807
H 0.32241 3.95850 -0.45571
H -0.22924 2.88776 -1.74450
H 1.90548 2.11096 1.74577
H 0.76138 1.30098 2.77540
H 0.57111 3.03733 2.47202
H -2.53224 2.60685 0.04350
H -1.78887 3.35096 1.45831
H -2.48137 1.72753 1.57652
*
```

Output
E_HOMO (spin up / spin down)   -4.2 / -4.4 eV
Lowest unoccupied orbital energy (spin up / spin down)   2.2 / 1.5 eV
Energy above the lowest of the compared OMol25 structures with the same formula, charge and spin   49.2 kJ/mol
Largest force on an atom   0.254 eV Å⁻¹


(4)
Formula: C27H30IrN3O4S5Se4
Source: the Open Molecules 2025 dataset
Level of theory: wB97M-V/def2-TZVPD

```
! RIJCOSX wB97M-V def2-TZVPD def2/J DEFGRID3
* xyz -1 2
Ir -0.70775 2.12327 1.72332
Se -0.14004 4.34888 0.94896
Se -0.56185 5.72678 2.71429
Se -2.33197 4.86738 3.90017
Se -2.63634 2.67563 3.12106
C 5.43195 -5.17172 3.50817
C 4.01451 -4.75176 3.20965
C 2.95767 -5.41527 3.82238
C 1.64806 -5.03583 3.56384
C 1.38716 -3.98577 2.70260
C 2.43572 -3.31675 2.06807
N 2.19871 -2.21882 1.23603
C 1.08702 -1.99023 0.43486
C 0.26911 -3.02698 -0.02723
C -0.79475 -2.76273 -0.87222
C -1.06413 -1.46413 -1.28597
C -0.26431 -0.43484 -0.81826
C 0.79266 -0.67261 0.04603
C 1.63550 0.47005 0.53957
O 2.84422 0.30418 0.66085
O 1.07009 1.60406 0.80231
C 3.76214 -3.70765 2.31329
C 4.89770 -2.99150 1.63131
H 5.45301 -5.91566 4.30400
H 6.04417 -4.32270 3.81898
H 5.91326 -5.60773 2.62906
H 3.16450 -6.22759 4.50930
H 0.82727 -5.54670 4.05209
H 0.37007 -3.66438 2.52145
H 2.81802 -1.41684 1.27385
H 0.49442 -4.04642 0.25548
H -1.40372 -3.58625 -1.22680
H -1.88009 -1.25835 -1.96501
H -0.43710 0.58283 -1.14179
H 4.56676 -2.51968 0.70793
H 5.70947 -3.67761 1.39054
H 5.31487 -2.20362 2.26593
C 3.34091 3.86390 -2.75806
S 2.39040 5.38724 -2.55244
C 0.97750 5.07877 -3.54509
C 0.08181 4.07732 -3.39001
S 0.07514 2.78517 -2.25195
S -1.25160 4.18165 -4.53709
C -0.81593 5.61548 -5.38570
S -1.71291 6.28528 -6.60963
S 0.66902 6.24755 -4.81607
H 4.30264 4.04733 -2.27930
H 3.49401 3.65276 -3.81504
H 2.83325 3.03169 -2.27433
N -1.98371 2.07710 0.21373
C -2.73932 1.90971 -0.63642
N -3.63721 1.73020 -1.56620
C -3.27517 1.59211 -2.98475
C -4.04946 0.42901 -3.58017
C -5.54977 0.60951 -3.35076
C -5.85343 0.75441 -1.85907
C -5.06003 1.90379 -1.25607
H -2.19369 1.47590 -3.05133
H -3.53662 2.52361 -3.49502
H -3.71449 -0.49991 -3.11056
H -3.82158 0.35696 -4.64511
H -6.10697 -0.22960 -3.77066
H -5.88705 1.51045 -3.87528
H -5.58706 -0.16932 -1.33737
H -6.91799 0.93149 -1.69316
H -5.17484 1.95158 -0.17489
H -5.39638 2.85746 -1.67688
C 0.37321 -0.74570 4.22179
C -0.09701 0.36278 3.35289
O 0.33973 1.54948 3.48490
O -0.91784 0.15509 2.40543
H 0.56891 -0.37774 5.22654
H 1.30808 -1.12726 3.80353
H -0.36058 -1.54817 4.23151
*
```

Output
E_HOMO (spin up / spin down)   -4.3 / -4.3 eV
Lowest unoccupied orbital energy (spin up / spin down)   1.6 / -0.1 eV
Energy above the lowest of the compared OMol25 structures with the same formula, charge and spin   0.0 kJ/mol
Largest force on an atom   0.622 eV Å⁻¹


What did the third record say?
Formula: C10H27OPtSe4Si3
Source: the Open Molecules 2025 dataset
Level of theory: wB97M-V/def2-TZVPD

```
! RIJCOSX wB97M-V def2-TZVPD def2/J DEFGRID3
* xyz -1 3
Pt -0.70199 -0.62527 2.12191
Se -1.25957 -0.57177 4.45471
Se -3.41765 0.02405 4.37368
Se -3.42913 -3.15071 1.90710
Se -1.22724 -2.90226 2.02422
C 3.75963 -0.72126 1.46987
O 2.37655 -0.51058 1.34845
Si 1.55759 -0.72674 -0.09513
C 2.61826 0.15362 -1.38481
C 1.68391 -2.54372 -0.52458
C -0.15175 -0.07586 0.09346
Si -1.39586 -0.64044 -1.17115
C -3.15989 -0.23296 -0.68600
C -1.10071 0.18481 -2.85389
C -1.38696 -2.48225 -1.59092
Si -0.21226 1.75617 0.47969
C 0.39869 2.94070 -0.85323
C 0.84579 2.08513 2.01100
C -1.92236 2.40387 0.92558
H 4.33396 -0.03188 0.83911
H 4.04480 -1.74656 1.20306
H 4.04486 -0.55229 2.50978
H 3.54539 -0.39702 -1.57206
H 2.88895 1.16084 -1.05864
H 2.08695 0.24498 -2.33469
H 2.73627 -2.84566 -0.51402
H 1.29328 -2.74825 -1.52172
H 1.14065 -3.16710 0.18787
H -3.37912 0.83199 -0.76090
H -3.38046 -0.55940 0.33374
H -3.83697 -0.76313 -1.36291
H -1.26984 1.26306 -2.82488
H -1.77983 -0.23813 -3.60158
H -0.07894 0.01569 -3.20134
H -1.02065 -3.12373 -0.79247
H -0.78914 -2.67210 -2.48557
H -2.41517 -2.78805 -1.80595
H 1.43131 2.77133 -1.15807
H 0.32241 3.95850 -0.45571
H -0.22924 2.88776 -1.74450
H 1.90548 2.11096 1.74577
H 0.76138 1.30098 2.77540
H 0.57111 3.03733 2.47202
H -2.53224 2.60685 0.04350
H -1.78887 3.35096 1.45831
H -2.48137 1.72753 1.57652
*
```

Output
E_HOMO (spin up / spin down)   -4.2 / -4.4 eV
Lowest unoccupied orbital energy (spin up / spin down)   2.2 / 1.5 eV
Energy above the lowest of the compared OMol25 structures with the same formula, charge and spin   49.2 kJ/mol
Largest force on an atom   0.254 eV Å⁻¹


Q: The highest energy above the lowest of the compared OMol25 structures with the same formula, charge and spin belongs to which entry?
A: C39H30O25


Q: Which formula does entry 1 have?
A: C39H30O25


Q: Which of these has the lowest largest force on an atom?
A: C10H27OPtSe4Si3